Molecular formula: C3H3FOTm
Method: DFT, ωB97M-V with the def2-TZVPD basis set

Geometry (Å):
H -0.973 0.302 -1.520
H -1.735 -0.737 -0.251
O -0.164 1.177 2.450
C -0.811 -0.493 -0.787
C 0.298 -0.272 0.122
C 0.162 0.723 1.473
H -0.190 -1.581 -0.809
F 1.530 -0.899 0.160
Tm 1.882 1.780 -0.839

## Properties
Total charge: +3
Kohn-Sham gap (alpha / beta): 9.020 / 7.248 eV
Highest occupied orbital energy (alpha / beta): -0.9095 / -0.9013 hartree
Spin multiplicity: 3
LUMO level (alpha / beta): -15.7285 / -17.2768 eV
E: -37412.7364 eV
Strongest force on any atom: 3.99 eV/A



Molecular formula: C3H3FS2
Method: DFT, ωB97M-V with the def2-TZVPD basis set

Geometry (Å):
F 2.075 0.508 -0.006
C 1.437 -0.651 -0.004
C 0.104 -0.823 -0.009
C -0.921 0.235 -0.002
S -2.521 -0.183 -0.005
S -0.394 1.878 -0.015
H 2.149 -1.498 0.052
H -0.284 -1.848 -0.081
H -1.644 2.382 0.071

## Properties
SMILES string: F/C=C\C(=S)S
Kohn-Sham gap: 8.012 eV
Highest occupied orbital energy: -0.3232 hartree
Spin multiplicity: 1
LUMO level: -0.7835 eV
Energy above the lowest of the compared OMol25 structures with the same formula, charge and spin: 0.181 eV
E: -27546.3198 eV
Strongest force on any atom: 1.57 eV/A



Molecular formula: C3H3FS2
Method: DFT, ωB97M-V with the def2-TZVPD basis set

Geometry (Å):
F 0.740 1.404 -1.532
C -0.466 0.925 -0.830
C -0.757 0.053 0.143
C 0.058 -1.169 0.660
S -0.617 -2.376 1.577
S 1.825 -0.784 0.834
H -1.172 1.807 -0.955
H -1.883 0.253 0.443
H 2.273 -0.114 -0.339

## Properties
SMILES string: F/C=C\C(=S)S
Kohn-Sham gap: 8.018 eV
Highest occupied orbital energy: -0.3420 hartree
Spin multiplicity: 1
LUMO level: -1.2878 eV
Energy above the lowest of the compared OMol25 structures with the same formula, charge and spin: 1.784 eV
E: -27544.7167 eV
Strongest force on any atom: 4.03 eV/A



Molecular formula: C3H3FeLiO2
Method: DFT, ωB97M-V with the def2-TZVPD basis set

Geometry (Å):
O -2.012 -0.262 -0.689
Li -3.329 -1.478 -1.018
C 0.765 1.466 0.609
C 0.252 0.199 0.831
O 1.939 1.014 -0.005
C 1.490 -0.356 0.174
H -0.451 -0.202 1.561
H 1.363 -0.858 -0.797
H 2.185 -0.925 0.807
Fe -2.202 1.401 -1.474

## Properties
Total charge: +1
Kohn-Sham gap (alpha / beta): 6.202 / 5.546 eV
Highest occupied orbital energy (alpha / beta): -0.4425 / -0.4264 hartree
Spin multiplicity: 6
LUMO level (alpha / beta): -5.8378 / -6.0557 eV
Energy above the lowest of the compared OMol25 structures with the same formula, charge and spin: 4.474 eV
E: -41833.2763 eV
Strongest force on any atom: 3.85 eV/A



Molecular formula: C3H3FeO4
Method: DFT, ωB97M-V with the def2-TZVPD basis set

Geometry (Å):
O 2.155 0.745 0.715
C 1.747 1.591 -0.039
C 0.599 1.330 -0.984
H 2.258 2.572 -0.152
H -0.251 1.963 -0.691
H 0.908 1.588 -2.007
O -1.242 0.372 0.710
C -0.829 -0.365 -0.227
O 0.256 -0.050 -0.909
O -1.226 -1.564 -0.318
Fe -1.721 -1.362 1.553

## Properties
Total charge: +2
Kohn-Sham gap (alpha / beta): 10.105 / 6.714 eV
Highest occupied orbital energy (alpha / beta): -0.7479 / -0.7538 hartree
Spin multiplicity: 6
LUMO level (alpha / beta): -10.2454 / -13.7979 eV
Energy above the lowest of the compared OMol25 structures with the same formula, charge and spin: 1.524 eV
E: -45713.7797 eV
Strongest force on any atom: 1.70 eV/A



Molecular formula: C3H3GaLiO4
Method: DFT, ωB97M-V with the def2-TZVPD basis set

Geometry (Å):
O 1.239 -0.505 2.131
O -0.769 1.066 -0.369
C -1.084 -0.134 -0.084
C 1.275 0.470 -0.383
O -1.212 -0.528 1.096
O -0.992 -0.984 -1.064
C 1.262 0.335 1.127
H 1.642 1.407 -0.817
H 1.347 1.385 1.473
H 2.380 -0.151 0.471
Li -3.001 -0.745 -0.794
Ga 0.820 -1.103 -1.537

## Properties
Total charge: +2
Kohn-Sham gap (alpha / beta): 8.562 / 5.848 eV
Highest occupied orbital energy (alpha / beta): -0.7362 / -0.6871 hartree
Spin multiplicity: 2
LUMO level (alpha / beta): -11.4703 / -12.8474 eV
Energy above the lowest of the compared OMol25 structures with the same formula, charge and spin: 7.119 eV
E: -63904.5568 eV
Strongest force on any atom: 5.10 eV/A



Molecular formula: C3H3GaO3
Method: DFT, ωB97M-V with the def2-TZVPD basis set

Geometry (Å):
O -2.697 2.556 1.519
C -2.528 1.421 1.477
O -2.042 0.367 1.311
Ga -0.782 -0.813 0.845
C 1.050 -0.681 0.245
C 1.547 -0.717 -1.053
H 1.810 -0.934 0.999
H 2.353 -1.408 -1.332
O 1.104 -0.045 -2.059
H 0.185 0.255 -1.952

## Properties
Total charge: +3
Kohn-Sham gap (alpha / beta): 8.261 / 9.529 eV
Highest occupied orbital energy (alpha / beta): -0.9845 / -1.0326 hartree
Spin multiplicity: 2
LUMO level (alpha / beta): -18.5293 / -18.5690 eV
Energy above the lowest of the compared OMol25 structures with the same formula, charge and spin: 0.591 eV
E: -61636.0848 eV
Strongest force on any atom: 7.85 eV/A



Molecular formula: C3H3HgLiO2
Method: DFT, ωB97M-V with the def2-TZVPD basis set

Geometry (Å):
C 1.005 0.341 -0.355
C 1.840 -0.451 -1.057
H 2.831 -0.088 -1.329
H 1.308 1.384 -0.159
H 1.600 -1.499 -1.262
O -0.151 -0.014 0.171
C -3.007 0.364 0.516
O -2.844 0.457 1.729
Hg -1.037 0.546 2.155
Li -1.545 -1.039 -0.409

## Properties
Kohn-Sham gap (alpha / beta): 6.062 / 6.833 eV
Highest occupied orbital energy (alpha / beta): -0.2335 / -0.3040 hartree
Spin multiplicity: 3
LUMO level (alpha / beta): -0.2930 / -1.4403 eV
Energy above the lowest of the compared OMol25 structures with the same formula, charge and spin: 1.038 eV
E: -11629.0787 eV
Strongest force on any atom: 8.04 eV/A